A cluster of 2 separate species, H6N2 in total at a distorted geometry. Source: the Open Molecules 2025 dataset; level of theory: ωB97M-V with the def2-TZVPD basis set.

- Electronic energy: -113.0896 a.u.
- Gap between HOMO and LUMO: 10.406 eV
- HOMO energy: -9.48 eV
- SMILES: N.N
- LUMO: 0.9 eV
- Energy relative to the best compared isomer or geometry (same formula, charge and spin): 0.399 eV

Positions of all 8 atoms, in Å:
N1 -1.745 -0.098 0.409
H1 -1.547 0.528 1.219
H2 -1.826 0.252 -0.529
H3 -0.921 -0.690 0.322
N2 1.253 -0.139 -0.501
H4 1.275 -0.085 0.520
H5 2.183 -0.640 -0.634
H6 1.329 0.870 -0.806